{
  "formula": "C33H38N4P2S4Sn",
  "method": "ωB97M-V/def2-TZVPD",
  "e_above_lowest_kcal_mol": 0.00,
  "charge": 2,
  "lumo_energy_ev": -6.9,
  "largest_force_ev_per_a": 2.8,
  "e_homo_ev": -11.25,
  "multiplicity": 1,
  "orbital_gap_ev": 4.30,
  "species": ["Sn", "N", "C", "C", "C", "N", "C", "C", "N", "C", "H", "H", "H", "H", "H", "H", "H", "H", "H", "H", "H", "H", "H", "H", "H", "H", "S", "C", "S", "S", "C", "P", "C", "C", "C", "C", "C", "C", "C", "C", "C", "C", "C", "C", "P", "C", "C", "C", "C", "C", "C", "C", "C", "C", "C", "C", "C", "H", "H", "H", "H", "H", "H", "H", "H", "H", "H", "H", "H", "H", "H", "H", "H", "H", "H", "H", "H", "H", "H", "S", "C", "N"],
  "positions_angstrom": [[0.410707, 2.571882, 2.079939], [-0.415287, 8.425424, 1.839362], [0.339098, 7.342076, 0.932983], [0.999267, 6.395744, 1.982736], [-0.048771, 5.811801, 2.886564], [0.478768, 4.598874, 3.518393], [-1.366196, 5.545528, 2.150030], [-1.186455, 5.324531, 0.655764], [-0.230064, 4.238865, 0.382994], [-0.681521, 6.675549, 0.011280], [0.294446, 8.628214, 2.580206], [-1.120363, 7.924360, 2.367963], [-0.857401, 9.256999, 1.377676], [1.182806, 7.860667, 0.418746], [1.722510, 6.996321, 2.560013], [1.568579, 5.561336, 1.555285], [-0.273831, 6.528015, 3.706413], [-0.065913, 4.247156, 4.333816], [1.407791, 4.744849, 3.941722], [-2.102631, 6.340077, 2.241718], [-1.877750, 4.610922, 2.555463], [-2.175621, 5.057825, 0.181441], [0.582244, 4.544003, -0.105221], [-0.576652, 3.602477, -0.311865], [-1.539805, 7.377781, -0.135785], [-0.139947, 6.598627, -0.980689], [0.688217, 0.104086, 6.214338], [0.867026, 1.396549, 5.119877], [2.070738, 1.969158, 4.181364], [-0.683346, 1.687760, 5.577486], [-1.082957, -2.266486, -1.479425], [-0.006785, -1.293541, -0.335190], [1.664215, -1.310732, -1.097033], [2.276644, -2.567520, -1.125438], [3.548436, -2.767928, -1.572507], [4.346505, -1.660333, -1.886728], [3.753333, -0.371218, -1.904074], [2.421500, -0.205588, -1.581807], [0.160457, -2.311745, 1.155327], [-0.578668, -3.492248, 1.348271], [-0.369549, -4.263502, 2.452205], [0.501838, -3.847810, 3.476555], [1.218114, -2.625169, 3.344186], [1.087070, -1.929698, 2.137413], [-0.463482, -3.391244, -2.819996], [-0.669672, -5.069487, -2.078448], [-1.846527, -5.708172, -1.663073], [-1.826686, -6.878570, -0.871793], [-0.623991, -7.500127, -0.630096], [0.534360, -6.953580, -1.083353], [0.488411, -5.759448, -1.778821], [-1.965966, -3.374009, -3.895538], [-3.203177, -2.942183, -3.493671], [-4.275713, -2.788135, -4.422824], [-4.059052, -3.078674, -5.763994], [-2.795285, -3.539724, -6.170003], [-1.712668, -3.622770, -5.265307], [-1.616907, -1.394018, -1.986597], [-1.822840, -2.828162, -0.914992], [1.691851, -3.409688, -0.679093], [3.921532, -3.816522, -1.575990], [5.405673, -1.795018, -2.132501], [4.412652, 0.491091, -2.174094], [1.954014, 0.788017, -1.552254], [-1.294631, -3.749478, 0.565956], [-0.919221, -5.178198, 2.626853], [0.624556, -4.437702, 4.408358], [1.669541, -2.162499, 4.185556], [1.721436, -1.033487, 2.070350], [-2.893426, -5.410927, -1.983980], [-2.754554, -7.364663, -0.477890], [-0.596737, -8.513257, -0.250621], [1.459775, -7.558139, -0.980263], [1.436954, -5.357898, -2.215657], [-3.504299, -2.918197, -2.414052], [-5.158907, -2.268066, -4.053262], [-4.783210, -2.766243, -6.532229], [-2.606269, -3.788256, -7.233720], [-0.723464, -3.737065, -5.653361], [4.895646, 2.315194, 0.258933], [3.403577, 2.570024, 0.743916], [2.285940, 2.875328, 1.135824]],
  "atomic_forces_ev_per_a": [[0.587, -0.585, -0.465], [1.528, -0.485, 0.133], [0.602, 0.377, 0.708], [0.205, 0.840, -0.305], [-0.905, 0.381, 1.615], [0.266, -0.697, 0.663], [-0.804, -1.974, -0.078], [-0.463, 0.781, -1.728], [-0.291, -0.329, 0.129], [0.203, 0.235, -0.418], [-0.702, 0.901, -0.812], [-0.557, 0.035, -0.156], [0.866, -0.754, 0.402], [-1.075, -0.016, 0.220], [-0.074, -0.300, -0.133], [-0.027, 0.425, -0.435], [0.078, -0.181, -0.303], [0.064, 0.643, -0.842], [-0.307, 0.001, -0.550], [-0.133, 0.089, 0.373], [0.598, 1.222, -0.196], [1.021, 0.320, 0.599], [1.094, 0.624, -0.013], [-0.818, -0.529, -0.244], [0.578, -0.641, -0.091], [-1.025, -0.427, 0.924], [-0.655, 0.324, 0.133], [2.204, -0.246, -0.511], [0.222, -0.252, 0.202], [-1.439, -0.369, 0.665], [-0.545, 1.207, -0.431], [-0.105, 1.243, -0.275], [0.950, -0.284, -0.221], [-1.698, -0.350, 0.886], [1.458, -0.596, 0.008], [-0.609, 0.283, -0.251], [1.547, -0.347, -0.484], [-1.339, -0.288, 1.186], [0.910, -0.684, 0.195], [0.120, 1.141, -1.201], [0.484, -0.457, 1.832], [0.506, 0.762, 0.265], [-2.073, -1.472, -1.225], [0.050, 0.449, 0.785], [-0.368, -0.456, -0.568], [-0.530, -0.323, 0.751], [-2.195, -0.291, 0.364], [-0.964, 0.417, -0.408], [-0.419, -1.048, 0.259], [1.365, -0.460, -0.482], [2.273, 0.665, -0.729], [1.478, 0.341, -0.730], [-2.448, -0.861, 0.428], [1.299, 0.495, 0.537], [0.281, 0.583, -0.174], [0.787, -0.187, -0.114], [-2.274, 0.587, -0.031], [0.447, -1.400, 0.340], [-0.253, 0.371, 0.132], [0.675, 0.556, -0.655], [0.018, 1.041, -0.072], [-0.491, 0.137, 0.035], [-0.887, -0.789, 0.237], [0.289, -0.329, -0.172], [0.228, -0.382, 0.534], [-0.057, -0.074, -0.262], [-0.252, 0.379, -0.810], [0.955, 0.001, 0.466], [-0.452, -0.171, -0.473], [1.515, 0.253, 0.429], [0.767, 0.673, -0.738], [-0.106, 0.124, 0.508], [-0.544, 0.826, -0.113], [-0.751, -0.297, 0.600], [0.634, 0.493, -1.042], [-0.105, -0.503, -0.289], [0.186, -0.607, 0.478], [-0.207, 0.362, 0.761], [0.480, -0.458, 0.029], [-1.068, 0.080, 0.332], [-0.975, 0.632, 0.576], [1.167, -0.398, -0.489]],
  "lowdin_charge": [1.023, 0.227, -0.196, -0.106, -0.396, -0.058, -0.123, -0.324, -0.044, -0.078, 0.177, 0.113, 0.201, 0.170, 0.142, 0.118, 0.152, 0.086, 0.101, 0.119, 0.142, 0.174, 0.074, 0.093, 0.138, 0.154, 0.750, -1.748, 0.614, 0.674, -0.551, 0.971, -0.395, -0.165, -0.081, -0.056, -0.116, -0.115, -0.403, -0.092, -0.077, -0.060, -0.085, -0.120, 1.042, -0.391, -0.087, -0.082, -0.115, -0.094, -0.142, -0.412, -0.134, -0.078, -0.092, -0.075, -0.092, 0.053, 0.016, 0.102, 0.124, 0.111, 0.094, 0.085, 0.082, 0.109, 0.113, 0.064, 0.097, 0.122, 0.121, 0.110, 0.123, 0.103, 0.108, 0.101, 0.111, 0.113, 0.087, 0.721, -0.930, -0.210]
}